1.
The following is a DFT calculation (ωB97M-V/def2-TZVPD) of a molecular structure, C49H52CdN5O2P3.

Its charge is +2.

```
112
Properties=species:S:1:pos:R:3:forces:R:3:mulliken_charge:R:1
Cd 0.0228 -0.4024 0.6050 0.22 -0.05 -0.14 2.6176
N 3.3504 0.3895 0.1413 -0.04 0.02 -0.01 0.0800
C 3.4885 -0.9701 -0.3864 0.07 0.00 -0.01 0.9584
C 4.9278 -1.4544 -0.6054 0.01 -0.02 -0.01 -0.8691
C 5.7652 -0.6284 -1.5813 0.04 0.03 -0.02 -0.2847
C 5.5045 -0.9192 -3.0596 -0.08 0.00 -0.02 -1.3775
N 4.0891 -0.8237 -3.4613 0.09 -0.02 -0.06 -0.0680
C 3.3705 0.2868 -3.4076 -0.16 0.07 0.05 0.9243
N 2.0383 0.2323 -3.5072 0.17 0.16 -0.08 -0.0715
N 3.9518 1.4668 -3.2110 0.06 0.03 -0.03 -0.2446
C 2.7109 -1.9946 0.4661 -0.04 0.10 -0.12 -0.2346
O 2.9852 -3.1732 0.3499 -0.06 -0.04 0.03 -0.7191
O 1.7727 -1.5053 1.2102 -0.03 0.03 0.19 -0.4656
H 3.9128 1.0395 -0.3967 0.03 -0.01 0.01 0.2129
H 3.6881 0.4267 1.0982 -0.01 -0.01 0.00 0.2995
H 2.9517 -0.9873 -1.3393 -0.05 -0.02 0.03 -0.7887
H 4.8893 -2.4975 -0.9266 0.00 0.01 0.00 0.4048
H 5.4268 -1.4670 0.3672 0.00 0.03 -0.01 0.4105
H 6.8248 -0.8365 -1.4193 -0.01 -0.03 0.00 0.4665
H 5.6564 0.4402 -1.3722 0.00 0.00 0.00 0.1980
H 5.7993 -1.9396 -3.2965 0.01 -0.01 0.02 0.4933
H 6.0993 -0.2757 -3.7125 0.01 0.01 0.02 0.3355
H 3.5808 -1.6895 -3.5532 -0.03 -0.01 -0.02 0.2615
H 1.5665 -0.6472 -3.6385 0.02 -0.07 0.10 -0.1071
H 1.4954 1.0800 -3.5468 0.06 0.03 0.01 0.0636
H 4.9531 1.5520 -3.2283 0.00 0.00 0.01 0.2835
H 3.4054 2.3154 -3.1403 0.03 -0.05 -0.03 0.0341
C -1.4890 4.0084 0.5442 0.03 -0.02 0.01 -1.0230
N -1.0533 2.6130 0.3804 -0.02 0.06 0.00 1.1135
P 0.5672 2.1331 0.4343 -0.07 -0.17 0.09 -0.2261
C 1.3201 2.6705 1.9799 -0.02 0.08 0.01 0.9062
C 1.7657 1.6842 2.8602 0.02 -0.03 0.05 -0.8183
C 2.2525 2.0345 4.1118 -0.01 0.00 -0.01 -0.9303
C 2.2922 3.3687 4.4899 -0.01 0.03 0.00 -0.6680
C 1.8614 4.3587 3.6135 0.01 -0.02 0.01 -0.8609
C 1.3815 4.0134 2.3607 0.02 0.02 0.00 -0.0521
C 1.3579 3.0981 -0.8867 0.03 -0.01 0.00 1.0194
C 2.6194 3.6691 -0.7373 -0.01 0.00 0.01 -0.6738
C 3.1917 4.3859 -1.7825 -0.02 0.03 0.00 -0.8852
C 2.5160 4.5229 -2.9898 -0.02 0.02 0.01 -0.7665
C 1.2621 3.9377 -3.1525 -0.02 0.03 0.03 -0.3577
C 0.6848 3.2331 -2.1033 0.01 0.03 -0.04 -1.2918
P -2.1600 1.3008 0.3623 0.01 -0.07 -0.07 -0.2575
C -3.6029 1.9147 -0.5270 -0.04 0.05 0.05 0.3915
C -3.5974 1.8179 -1.9187 -0.02 0.00 -0.01 -0.1743
C -4.6655 2.3003 -2.6576 0.00 0.00 -0.02 -0.8730
C -5.7531 2.8692 -2.0063 -0.01 -0.01 0.00 -0.6422
C -5.7720 2.9559 -0.6210 0.00 -0.01 -0.01 -0.7346
C -4.6991 2.4820 0.1201 -0.01 0.00 -0.01 -0.2568
C -2.6960 1.0289 2.0707 0.00 0.06 0.04 1.0389
C -3.6837 0.0680 2.3044 -0.02 -0.05 -0.01 -0.2946
C -3.9939 -0.3079 3.6003 -0.01 0.02 0.01 -0.7379
C -3.3196 0.2626 4.6741 0.01 0.00 0.00 -0.7563
C -2.3356 1.2132 4.4486 -0.02 0.00 0.00 -0.7773
C -2.0188 1.5935 3.1501 0.00 -0.01 0.02 -0.7692
H -0.6976 4.6814 0.2152 -0.01 0.00 -0.02 0.4452
H -1.7348 4.2333 1.5838 0.02 0.00 -0.01 0.1877
H -2.3664 4.1936 -0.0739 -0.01 0.00 0.01 0.2851
H 1.7589 0.6381 2.5652 -0.02 0.02 -0.01 0.5450
H 2.6024 1.2663 4.7885 -0.01 0.00 0.00 0.5093
H 2.6652 3.6424 5.4679 0.01 0.00 0.00 0.4461
H 1.9024 5.3991 3.9070 0.00 0.00 0.00 0.4622
H 1.0623 4.7951 1.6820 -0.01 -0.01 0.00 0.4209
H 3.1465 3.5786 0.2045 -0.01 -0.01 0.00 0.4495
H 4.1559 4.8587 -1.6447 0.00 -0.01 0.00 0.4704
H 2.9508 5.1050 -3.7927 -0.01 -0.02 0.01 0.3966
H 0.7186 4.0708 -4.0800 0.02 -0.02 0.01 0.4825
H -0.3136 2.8220 -2.2138 0.00 0.00 0.00 0.5027
H -2.7592 1.3487 -2.4248 0.01 0.01 0.00 0.2471
H -4.6596 2.2240 -3.7369 0.00 0.00 0.00 0.4448
H -6.5916 3.2398 -2.5811 0.00 0.00 0.00 0.4290
H -6.6227 3.3942 -0.1165 0.00 0.00 0.00 0.4421
H -4.7179 2.5499 1.2008 0.01 0.00 0.00 0.4913
H -4.2121 -0.3895 1.4734 0.01 0.03 0.02 0.4623
H -4.7654 -1.0474 3.7732 0.01 0.00 0.00 0.5106
H -3.5646 -0.0343 5.6853 0.00 0.01 0.00 0.4240
H -1.8145 1.6661 5.2821 0.00 -0.01 0.00 0.4926
H -1.2460 2.3356 2.9888 0.01 0.00 -0.01 0.1965
C -5.7118 -2.2996 -0.1053 0.01 0.01 -0.02 -0.7049
C -5.1730 -3.1452 0.8526 0.01 -0.01 0.00 -0.8677
C -3.7975 -3.3055 0.9536 0.00 0.01 0.02 -0.6870
C -2.9475 -2.6294 0.0804 -0.01 0.09 0.00 1.4830
C -3.4980 -1.7745 -0.8780 0.00 -0.03 -0.04 -0.1408
C -4.8709 -1.6142 -0.9730 -0.03 -0.02 -0.02 -0.7151
P -1.1511 -2.6444 0.3246 0.06 0.04 0.23 0.6050
C -0.3205 -3.1281 -1.2227 -0.04 0.10 -0.12 0.5214
C 0.4311 -4.2882 -1.3639 0.08 -0.03 0.06 -0.5721
C 1.1060 -4.5442 -2.5495 0.05 -0.01 0.02 -0.8251
C 1.0370 -3.6499 -3.6055 0.06 0.03 -0.06 -0.7346
C 0.3083 -2.4743 -3.4669 -0.09 -0.12 0.02 -1.5382
C -0.3506 -2.2079 -2.2758 -0.03 -0.02 -0.05 0.0163
C -0.7814 -3.8425 1.6091 -0.03 -0.06 -0.01 0.4422
C -0.1926 -3.4015 2.7907 0.01 0.06 0.07 -0.3548
C 0.0611 -4.2949 3.8205 -0.02 -0.04 -0.03 -0.6839
C -0.2691 -5.6332 3.6712 0.01 0.01 0.01 -0.6224
C -0.8598 -6.0819 2.4963 -0.01 0.00 -0.02 -0.8250
C -1.1207 -5.1905 1.4696 -0.02 -0.05 -0.04 -0.2225
H -6.7841 -2.1745 -0.1778 0.01 0.00 0.00 0.4234
H -5.8244 -3.6861 1.5266 0.01 0.01 0.00 0.4554
H -3.3929 -3.9500 1.7216 0.01 -0.01 0.00 0.4470
H -2.8609 -1.2233 -1.5581 -0.04 -0.01 0.03 0.0541
H -5.2846 -0.9513 -1.7221 0.00 0.01 0.00 0.4316
H 0.5269 -4.9813 -0.5405 -0.01 0.00 0.01 0.4882
H 1.6915 -5.4484 -2.6437 -0.01 -0.01 0.00 0.4705
H 1.5433 -3.8722 -4.5362 -0.02 -0.01 -0.03 0.4998
H 0.2151 -1.7884 -4.3037 -0.10 -0.09 -0.06 1.0626
H -0.9098 -1.2812 -2.1805 0.02 -0.02 0.01 -0.0560
H 0.0871 -2.3621 2.9101 0.00 -0.05 -0.03 0.1058
H 0.5234 -3.9472 4.7345 -0.01 0.00 -0.01 0.4508
H -0.0672 -6.3319 4.4723 0.00 0.00 0.00 0.4182
H -1.1203 -7.1256 2.3816 0.00 0.01 0.00 0.4468
H -1.5991 -5.5457 0.5637 0.00 0.01 -0.01 0.5292
```
Positions in Å, forces in eV/Å.

2.
The following is a DFT calculation (ωB97M-V/def2-TZVPD) of C16H12Cl4O3S in the gas phase in a non-equilibrium geometry.

Its charge is 0.

```
36
Properties=species:S:1:pos:R:3:forces:R:3:mulliken_charge:R:1
Cl -3.3732 3.7292 1.9416 0.19 -0.08 -0.05 -0.1396
C -2.3072 2.4192 1.7852 -0.06 -3.41 0.29 -0.0782
C -2.7530 1.0922 1.9151 -0.31 3.75 -0.76 -0.0600
Cl -4.3968 0.7946 2.1671 -0.86 -0.21 0.22 -0.1799
C -1.9116 -0.0469 1.8366 1.27 -1.75 2.24 -0.1238
O -2.2932 -1.1284 2.2876 -0.03 0.95 -1.01 -0.6618
C -0.3480 0.0191 1.5401 -0.43 4.25 5.82 2.0763
O 0.4335 -0.6123 2.4059 -0.48 0.65 2.74 -0.9605
C -0.0048 1.5961 1.3746 -0.17 -0.83 0.71 -0.1993
Cl 1.6731 1.8837 1.2553 0.10 0.14 0.09 -0.1201
C -0.8681 2.6019 1.5970 0.26 0.56 -0.59 0.3702
Cl -0.3235 4.2450 1.5731 0.11 0.09 0.07 -0.1933
C -0.3827 -3.2538 -0.9040 0.02 0.13 0.21 -0.9194
S -1.1479 -2.3633 0.4599 0.42 0.72 0.09 0.3934
C -0.5142 -3.3787 1.8190 -0.16 0.00 -0.19 -1.0183
C -0.0635 -0.7028 0.4622 0.34 -6.36 -8.24 -0.8034
C -0.3270 -0.0683 -0.8343 -3.29 -0.09 -1.80 0.0214
C 0.8153 0.6322 -1.4342 0.13 0.07 -1.16 0.1920
C 2.0872 0.0353 -1.5725 -0.84 0.53 0.16 0.1092
C 3.0809 0.7306 -2.2539 -0.15 -0.33 0.10 -0.7607
C 2.8188 1.9998 -2.7732 -0.06 -0.05 0.02 -0.4068
C 1.5541 2.5777 -2.6357 -0.03 -0.04 -0.06 -0.7140
C 0.5376 1.8811 -1.9927 0.40 0.02 -0.05 -0.3111
O -1.4919 -0.0720 -1.3131 2.69 0.34 0.83 -0.6175
H -0.9692 -4.1800 -0.8990 0.39 0.04 -0.35 0.4609
H -0.5646 -2.6854 -1.8268 0.11 -0.29 0.28 0.3562
H 0.6866 -3.4493 -0.7160 -0.46 0.08 -0.21 0.3018
H -1.0876 -4.3113 1.6822 0.36 0.18 0.23 0.4500
H 0.5683 -3.5439 1.6946 -0.50 0.16 0.21 0.3322
H -0.7801 -2.8767 2.7613 0.31 -0.18 -0.55 0.3608
H 0.8855 -1.2335 0.3897 0.37 0.77 0.73 0.9152
H 2.2424 -0.9582 -1.1494 0.23 0.31 -0.20 0.2957
H 4.0460 0.2450 -2.3870 -0.12 0.29 -0.02 0.3971
H 3.6065 2.5283 -3.3089 -0.20 -0.08 0.16 0.3876
H 1.3384 3.5596 -3.0562 0.18 -0.22 0.10 0.3927
H -0.4659 2.2946 -1.8913 0.27 -0.10 -0.05 0.4547
```
Positions in Å, forces in eV/Å.

3.
The following is a DFT calculation (ωB97M-V/def2-TZVPD) of a molecular structure, C5H9NO in a non-equilibrium geometry.

Its charge is 0.

```
16
Properties=species:S:1:pos:R:3:forces:R:3:mulliken_charge:R:1
C -0.7514 0.2942 -1.3098 0.32 -0.63 0.24 0.1302
C 0.1569 -0.4947 -0.3862 0.41 -0.66 -0.20 1.3377
C -0.1702 -1.9028 0.0596 0.09 0.17 -0.15 -1.4138
C 1.6272 -0.1421 -0.4015 -0.24 0.05 0.01 -1.4303
C -1.0167 1.9072 1.1871 0.64 -3.21 -2.81 -0.5602
N -0.8171 0.5201 -0.0311 -1.09 3.72 3.40 -0.3844
O -1.1311 0.5417 -2.4096 -0.27 0.39 -0.83 -0.6114
H 0.1153 -2.6118 -0.7166 0.06 -0.10 0.02 0.3257
H -1.2374 -1.9993 0.2401 -0.06 -0.03 -0.01 0.3903
H 0.3679 -2.1553 0.9727 0.05 -0.07 0.10 0.3386
H 2.0151 -0.0860 0.6174 0.06 -0.04 0.06 0.3209
H 1.7900 0.8171 -0.8887 0.07 0.06 -0.03 0.3694
H 2.1853 -0.9063 -0.9388 0.08 -0.01 -0.02 0.3760
H -1.2406 1.3731 2.0916 -0.07 -0.04 0.22 0.2594
H -0.0590 2.3946 1.1588 0.15 0.19 0.05 0.2721
H -1.8344 2.4502 0.7549 -0.20 0.21 -0.06 0.2798
```
Positions in Å, forces in eV/Å.

| no. | E_HOMO (eV) | gap between HOMO and LUMO (Eh) |
| --- | --- | --- |
| 1 | -12.7 | 0.288 |
| 2 | -7.8 | 0.250 |
| 3 | -8.7 | 0.342 |